Formula: HN3O2
Source: OMol25
Level of theory: wB97M-V/def2-TZVPD

Geometry (Å):
N  -0.059  -1.098  -1.407
N  -0.211  0.276  0.226
N  0.155  1.133  0.897
O  -0.398  -0.118  -1.842
O  -0.063  -1.036  0.239
H  0.575  0.843  1.888

Computed properties:
* total charge: 0
* F_max: 8.5 eV/A
* molecular weight: 75.027 g mol⁻¹
* lowest unoccupied orbital energy: -0.687 eV
* HOMO level: -8.98 eV
* SMILES string: [H]/N=N\ON=O
* energy above the lowest of the compared OMol25 structures with the same formula, charge and spin: 112.0 kcal/mol

natural (NBO) atomic charges, in units of e:
1. N 0.44
2. N 0.08
3. N -0.30
4. O -0.11
5. O -0.37
6. H 0.26



Formula: C3H9NP2
Source: OMol25
Level of theory: wB97M-V/def2-TZVPD

Geometry (Å):
C  -0.797  2.248  1.412
C  -0.871  -2.529  -0.414
C  0.597  0.466  -1.208
N  0.251  -0.389  0.940
P  0.268  1.329  0.442
P  0.217  -1.222  -0.496
H  -1.962  2.277  1.187
H  -0.319  3.340  1.523
H  -1.839  -2.317  0.065
H  -0.797  -3.362  -1.242
H  -0.044  0.982  -1.943
H  2.202  0.158  -1.953
H  0.055  -0.730  1.877
H  1.583  1.729  0.645
H  1.458  -1.979  -0.836

Computed properties:
* total charge: 0
* F_max: 4.3 eV/A
* molecular weight: 121.060 g mol⁻¹
* lowest unoccupied orbital energy: -0.764 eV
* HOMO level: -7.64 eV
* energy above the lowest of the compared OMol25 structures with the same formula, charge and spin: 146.7 kcal/mol

natural (NBO) atomic charges, in units of e:
1. C -1.09
2. C -1.12
3. C -0.99
4. N -1.24
5. P 1.33
6. P 1.40
7. H 0.25
8. H 0.25
9. H 0.22
10. H 0.25
11. H 0.23
12. H 0.19
13. H 0.43
14. H -0.04
15. H -0.06



Formula: C10H25NO5
Source: OMol25
Level of theory: wB97M-V/def2-TZVPD

Geometry (Å):
C  -9.738  -6.715  9.151
O  -8.717  -7.544  8.730
H  -10.559  -7.202  9.718
H  -9.336  -5.979  9.839
H  -10.178  -6.091  8.367
H  -8.368  -8.004  9.547
C  -7.845  -12.540  9.923
O  -8.950  -11.985  10.563
H  -7.245  -11.739  9.462
H  -7.260  -13.095  10.644
H  -8.105  -13.317  9.145
H  -9.602  -11.502  10.011
C  -6.900  -9.073  11.698
O  -8.089  -9.367  11.115
H  -6.500  -9.793  12.410
H  -6.080  -8.817  11.016
H  -7.018  -8.137  12.361
H  -8.237  -10.358  11.051
C  -4.033  -10.469  8.547
O  -4.199  -9.063  8.399
H  -4.839  -10.962  9.009
H  -3.971  -10.896  7.545
H  -3.166  -10.742  9.113
H  -4.803  -8.902  7.693
C  -11.800  -9.882  8.176
O  -10.627  -10.289  8.803
H  -11.755  -9.810  7.076
H  -12.571  -10.628  8.373
H  -12.088  -8.971  8.620
H  -10.092  -9.484  8.655
N  -6.115  -9.176  6.024
C  -6.731  -10.341  5.641
C  -7.924  -10.383  5.037
C  -8.623  -9.231  4.873
C  -8.028  -8.039  5.236
C  -6.824  -8.053  5.895
H  -6.083  -11.220  5.755
H  -8.270  -11.358  4.751
H  -9.620  -9.286  4.396
H  -8.585  -7.070  5.104
H  -6.441  -7.115  6.249

Computed properties:
* total charge: 0
* F_max: 4.0 eV/A
* molecular weight: 239.312 g mol⁻¹
* lowest unoccupied orbital energy: 0.665 eV
* HOMO level: -9.77 eV
* SMILES string: c1ccncc1.CO.CO.CO.CO.CO

natural (NBO) atomic charges, in units of e:
1. C -0.25
2. O -0.75
3. H 0.15
4. H 0.16
5. H 0.18
6. H 0.51
7. C -0.25
8. O -0.76
9. H 0.16
10. H 0.18
11. H 0.17
12. H 0.52
13. C -0.25
14. O -0.77
15. H 0.17
16. H 0.17
17. H 0.16
18. H 0.51
19. C -0.24
20. O -0.74
21. H 0.15
22. H 0.16
23. H 0.18
24. H 0.49
25. C -0.24
26. O -0.75
27. H 0.16
28. H 0.18
29. H 0.17
30. H 0.49
31. N -0.45
32. C 0.03
33. C -0.27
34. C -0.16
35. C -0.25
36. C 0.05
37. H 0.20
38. H 0.22
39. H 0.22
40. H 0.22
41. H 0.20



Formula: C12H24BBrN3O4
Source: OMol25
Level of theory: wB97M-V/def2-TZVPD

Geometry (Å):
C  4.305  2.221  -0.335
B  2.757  2.092  -0.510
O  1.975  3.155  -0.247
N  2.208  0.780  -0.994
C  1.019  0.309  -0.714
N  0.652  -0.870  -1.325
C  -0.413  -0.488  -2.303
C  -1.557  0.236  -1.621
C  -1.056  1.395  -0.779
C  -2.124  2.035  0.058
C  -2.930  2.997  -0.814
C  -2.130  4.259  -1.158
Br  -1.740  4.340  -3.086
N  0.092  0.898  0.031
H  4.801  1.397  -0.832
H  4.604  3.122  -0.857
H  4.608  2.249  0.702
H  1.221  3.254  -0.855
H  2.789  0.181  -1.567
H  0.209  -1.464  -0.624
H  -0.731  -1.353  -2.862
H  0.056  0.188  -3.014
H  -2.302  0.560  -2.328
H  -2.041  -0.449  -0.933
H  -0.669  2.126  -1.492
H  -2.809  1.305  0.464
H  -1.697  2.606  0.874
H  -3.873  3.266  -0.363
H  -3.162  2.483  -1.733
H  -1.164  4.219  -0.684
H  -2.636  5.175  -0.916
H  0.398  1.490  0.793
C  0.032  -5.433  3.380
C  0.340  -4.583  2.173
C  0.749  -3.160  2.486
O  0.282  -2.448  1.322
C  -0.752  -3.159  0.800
O  -1.463  -2.735  -0.060
O  -0.844  -4.367  1.369
H  -0.871  -5.080  3.878
H  -0.142  -6.466  3.086
H  0.862  -5.412  4.087
H  1.083  -5.073  1.540
H  1.823  -3.039  2.600
H  0.244  -2.756  3.365

Computed properties:
* total charge: +1
* F_max: 1.4 eV/A
* molecular weight: 365.057 g mol⁻¹
* lowest unoccupied orbital energy: -3.534 eV
* HOMO level: -12.86 eV
* energy above the lowest of the compared OMol25 structures with the same formula, charge and spin: 0.0 kcal/mol

natural (NBO) atomic charges, in units of e:
1. C -1.00
2. B 1.08
3. O -0.86
4. N -0.77
5. C 0.78
6. N -0.66
7. C -0.22
8. C -0.44
9. C -0.04
10. C -0.40
11. C -0.43
12. C -0.40
13. Br -0.02
14. N -0.62
15. H 0.23
16. H 0.26
17. H 0.27
18. H 0.51
19. H 0.45
20. H 0.42
21. H 0.24
22. H 0.19
23. H 0.24
24. H 0.24
25. H 0.18
26. H 0.23
27. H 0.21
28. H 0.24
29. H 0.22
30. H 0.19
31. H 0.24
32. H 0.42
33. C -0.63
34. C 0.06
35. C -0.10
36. O -0.52
37. C 0.98
38. O -0.61
39. O -0.47
40. H 0.23
41. H 0.24
42. H 0.23
43. H 0.19
44. H 0.21
45. H 0.19



Formula: C4H6O2
Source: OMol25
Level of theory: wB97M-V/def2-TZVPD

Geometry (Å):
O  1.988  -1.111  0.517
C  1.666  0.047  0.588
C  0.452  0.634  -0.102
C  -0.401  -0.347  -0.907
C  -1.392  -0.198  0.256
O  -0.513  0.704  0.966
H  2.188  0.749  1.269
H  0.644  1.622  -0.543
H  0.069  -1.328  -1.014
H  -0.759  0.014  -1.872
H  -1.618  -1.110  0.821
H  -2.324  0.324  0.022

Computed properties:
* total charge: 0
* F_max: 0.4 eV/A
* molecular weight: 86.090 g mol⁻¹
* lowest unoccupied orbital energy: 0.956 eV
* HOMO level: -9.65 eV
* SMILES string: O=C[C@H]1CCO1
* energy above the lowest of the compared OMol25 structures with the same formula, charge and spin: 45.9 kcal/mol

natural (NBO) atomic charges, in units of e:
1. O -0.51
2. C 0.43
3. C 0.00
4. C -0.46
5. C -0.05
6. O -0.52
7. H 0.12
8. H 0.19
9. H 0.24
10. H 0.22
11. H 0.18
12. H 0.18



Formula: C5H7NO
Source: OMol25
Level of theory: wB97M-V/def2-TZVPD

Geometry (Å):
O  1.719  -0.407  0.652
C  0.545  -1.053  0.586
N  -0.521  -0.310  1.088
C  -0.681  1.060  0.540
C  0.035  1.214  -0.799
C  0.033  0.080  -1.509
C  0.056  -1.201  -1.379
H  0.592  -2.091  0.902
H  -1.376  -0.848  1.049
H  -0.269  1.782  1.258
H  -1.757  1.240  0.476
H  0.547  2.138  -1.045
H  1.561  0.395  0.088
H  -0.485  -1.998  -1.906

Computed properties:
* total charge: 0
* F_max: 0.9 eV/A
* molecular weight: 97.117 g mol⁻¹
* lowest unoccupied orbital energy: 0.792 eV
* HOMO level: -8.14 eV
* energy above the lowest of the compared OMol25 structures with the same formula, charge and spin: 97.0 kcal/mol

natural (NBO) atomic charges, in units of e:
1. O -0.68
2. C 0.39
3. N -0.60
4. C -0.25
5. C -0.46
6. C 0.04
7. C -0.39
8. H 0.21
9. H 0.38
10. H 0.22
11. H 0.22
12. H 0.24
13. H 0.49
14. H 0.23